No. 1
# C4H8NO2

A cluster of 2 separate species, C4H8NO2 in total (ωB97M-V/def2-TZVPD, the OMol25 dataset).

Values from the calculation:
HOMO-LUMO gap, eV: 6.48
Total charge: -1
HOMO, eV: -2.8
Relative energy (zero: lowest compared OMol25 entry of this formula, charge and spin), eV: 5.747
E, eV: -9859.040

Geometry (Å):
O -0.82111 -1.37969 -2.08263
C -1.02968 -0.26073 -1.67488
C -0.26700 0.28350 -0.52235
C -0.03392 -0.32904 0.77380
C 0.40997 0.68811 1.91150
O 0.53271 0.09436 3.07923
N 0.50769 1.12216 -1.18540
H -1.77199 0.42322 -2.07046
H 1.80840 -1.45230 -2.29506
H -0.88296 -0.87035 1.16784
H 0.82972 -0.99500 0.64042
H -0.33129 1.54692 1.87035
H 1.29561 1.21114 1.45369
H 0.07938 2.00411 -1.44266
H 2.19274 -0.96644 -1.88006

No. 2
# C2H4

A structure of composition C2H4 (ωB97M-V/def2-TZVPD, the OMol25 dataset).

Values from the calculation:
HOMO-LUMO gap, eV: 11.96
HOMO, eV: -10.8
Relative energy (zero: lowest compared OMol25 entry of this formula, charge and spin), eV: 4.440
E, eV: -2133.460

Geometry (Å):
C -0.47548 0.66904 -0.31080
C 0.20297 0.83773 0.73499
H -0.58447 1.78296 0.33454
H -0.30267 0.74502 -1.37524
H 0.72579 -1.88168 0.62260
H 0.43387 -2.15306 -0.00609

No. 3
# C40H105N10O40P5

A cluster of 15 separate species, C40H105N10O40P5 in total (ωB97M-V/def2-TZVPD, the OMol25 dataset).

Values from the calculation:
HOMO-LUMO gap, eV: 10.07
HOMO, eV: -10.5
Relative energy (zero: lowest compared OMol25 entry of this formula, charge and spin), eV: 1.484
E, eV: -186408.493

Geometry (Å):
C 1.82005 -0.21934 2.96336
C 0.41043 0.02668 2.33851
O 0.38263 1.31556 1.66884
P 1.02842 1.53424 0.16566
O 0.81813 2.93271 -0.34573
O 0.39735 0.30265 -0.65890
C -0.75611 0.59536 -1.46387
C -1.46111 -0.77934 -1.67269
O 2.62162 1.20093 0.29207
C 3.63685 1.93747 -0.33758
C 3.89209 1.37694 -1.73195
H 1.96634 0.53001 3.74129
H 1.78994 -1.13740 3.55018
H 2.54842 -0.10168 2.16103
H -0.03440 -0.73653 1.69994
H -0.22339 0.00596 3.22504
H -1.38037 1.34520 -0.97790
H -0.31116 0.91544 -2.40603
H -0.87311 -1.50228 -2.23814
H -1.76153 -1.23449 -0.72893
H -2.41837 -0.73900 -2.19242
H 3.30804 2.97473 -0.40123
H 4.46210 1.83682 0.36738
H 3.06842 1.58752 -2.41410
H 4.76793 1.78121 -2.23946
H 4.02903 0.29763 -1.79847
C 8.78128 -2.89836 -1.96568
C 9.05688 -3.08701 -0.47305
O 8.47887 -2.01140 0.23447
P 9.32198 -0.65365 0.54208
O 10.76338 -0.86406 0.74244
O 8.86086 0.27030 -0.69156
C 9.69129 0.51573 -1.79436
C 9.98681 2.01483 -1.96610
O 8.47484 -0.03532 1.81120
C 8.83744 1.21728 2.32115
C 8.89198 0.98194 3.84165
H 7.97123 -2.18757 -2.12914
H 9.70009 -2.55259 -2.43931
H 8.45407 -3.89741 -2.25364
H 8.62500 -4.02440 -0.12250
H 10.11549 -3.09628 -0.21353
H 10.58159 -0.09606 -1.64885
H 9.21802 0.16773 -2.71252
H 9.11780 2.59310 -2.27999
H 10.36907 2.41957 -1.02899
H 10.67553 2.32928 -2.75025
H 9.78910 1.56953 1.92320
H 8.12864 1.94513 1.92626
H 9.34015 1.88224 4.26200
H 7.89495 0.97875 4.28212
H 9.54833 0.18348 4.18771
C -6.89933 -2.99541 -1.85673
C -7.59884 -2.17808 -0.74813
O -7.65221 -0.86351 -1.25108
P -8.55020 0.26889 -0.53546
O -9.96464 -0.07924 -0.32795
O -7.75654 0.61621 0.81654
C -6.38448 0.90712 0.75086
C -5.80318 0.45074 2.10009
O -8.35906 1.66342 -1.44701
C -9.24673 2.77431 -1.31564
C -9.16807 3.43013 0.08055
H -5.94265 -2.52226 -2.07803
H -6.64474 -3.98679 -1.48198
H -7.47208 -3.17098 -2.76736
H -8.59124 -2.62665 -0.70315
H -7.12959 -2.16831 0.23563
H -5.79463 0.52467 -0.08215
H -6.38426 1.99007 0.62710
H -6.46481 0.59989 2.95337
H -5.56859 -0.61354 2.08067
H -4.84018 0.93268 2.26881
H -8.87883 3.52973 -2.00996
H -10.22285 2.47132 -1.69444
H -9.83435 4.29270 0.09194
H -9.55820 2.69028 0.77950
H -8.16399 3.74916 0.36008
C -1.36499 -6.02003 10.49111
C -1.44510 -4.74218 9.59921
O -1.96953 -5.06417 8.35010
P -1.73570 -4.17252 6.99952
O -1.98859 -2.71558 7.16102
O -0.25831 -4.57786 6.60937
C 0.16092 -5.75413 6.00026
C 1.02299 -6.49629 7.04438
O -2.62623 -4.84046 5.82273
C -4.07567 -4.83776 5.96317
C -4.68735 -5.93855 5.11675
H -2.22030 -6.69254 10.42573
H -0.50663 -6.58845 10.13301
H -1.21291 -5.71700 11.52704
H -2.14836 -3.99221 9.96123
H -0.46587 -4.28857 9.44607
H -0.64686 -6.42127 5.69942
H 0.79360 -5.57411 5.13112
H 1.00819 -7.54320 6.74124
H 2.08262 -6.24251 7.01481
H 0.67958 -6.31663 8.06316
H -4.35852 -5.13086 6.97419
H -4.46938 -3.83819 5.77887
H -4.56812 -6.95712 5.48607
H -5.76638 -5.78465 5.10719
H -4.40018 -5.82653 4.07124
C -3.16587 4.25150 -5.97586
C -3.31084 3.39408 -7.21551
O -3.88958 2.12550 -6.85899
P -5.10972 1.45572 -7.74844
O -4.67334 0.95009 -9.09234
O -6.28917 2.62512 -7.70917
C -6.66651 3.21215 -6.52807
C -6.80922 4.68935 -6.72105
O -5.62607 0.35282 -6.68176
C -6.38810 -0.71435 -7.09932
C -5.67861 -1.90426 -7.79567
H -4.11084 4.54028 -5.51570
H -2.58106 3.67315 -5.26058
H -2.62449 5.17556 -6.17869
H -3.80298 3.97187 -7.99784
H -2.34778 3.25907 -7.70784
H -7.65485 2.83016 -6.27240
H -6.04308 3.01558 -5.65584
H -5.85330 5.05098 -7.09992
H -7.48166 4.94295 -7.54056
H -7.04804 5.13208 -5.75406
H -7.02429 -0.95301 -6.24703
H -7.12078 -0.26401 -7.76900
H -4.87628 -2.41734 -7.26547
H -6.42322 -2.65785 -8.05208
H -5.36112 -1.64974 -8.80687
C -3.47688 -7.66485 -6.13864
N -2.38492 -6.86748 -5.47216
O -2.65906 -5.86751 -4.88273
O -1.27626 -7.40858 -5.54003
H -4.25684 -7.63637 -5.37775
H -3.11160 -8.66873 -6.35517
H -3.86069 -7.05331 -6.95521
C 1.95300 -0.21931 9.20069
N 3.24124 -0.75596 8.92548
O 3.28064 -1.95463 8.66183
O 4.25239 -0.12835 9.05937
H 1.39397 -0.78839 9.94346
H 1.38910 -0.02041 8.28934
H 2.13595 0.81266 9.50013
C 1.83945 -3.29119 -1.24635
N 2.82880 -4.09498 -0.51251
O 3.17164 -5.13646 -1.09289
O 3.19721 -3.67855 0.61318
H 2.21087 -2.26642 -1.24804
H 0.87523 -3.36444 -0.74333
H 1.68581 -3.61135 -2.27688
C -2.36532 7.28619 -0.34158
N -3.73832 6.82099 -0.10925
O -4.37189 6.78176 -1.15215
O -4.12392 6.40802 0.96203
H -1.89188 7.40353 0.63319
H -2.36673 8.12999 -1.03158
H -1.80405 6.46654 -0.79018
C -1.82793 3.12352 5.72936
N -0.79319 4.05971 6.26666
O -0.86820 5.25158 5.92808
O -0.02665 3.57558 7.12327
H -1.69445 3.06997 4.64889
H -2.74227 3.62790 6.04193
H -1.97180 2.16986 6.23722
C 7.19547 -3.57392 4.61427
N 7.88205 -4.05660 5.85100
O 9.07385 -3.72213 5.96486
O 7.28878 -4.88213 6.56760
H 6.94608 -4.35691 3.89815
H 7.91324 -2.92344 4.11447
H 6.26722 -3.06326 4.87055
C 4.08451 1.67665 -7.43279
N 2.89969 2.59880 -7.49573
O 2.10747 2.41962 -8.41604
O 2.87560 3.51955 -6.68083
H 4.86109 2.36364 -7.09653
H 4.27506 1.30526 -8.43970
H 3.96254 0.75083 -6.87058
C 3.17712 6.16905 3.63102
N 4.32797 5.31897 3.75482
O 5.42478 5.82060 3.61185
O 4.11246 4.16377 3.98434
H 2.29616 5.60659 3.94032
H 3.14806 6.33862 2.55469
H 3.44978 7.09302 4.14096
C 3.43316 8.03806 -3.31341
N 4.44194 8.96967 -2.62344
O 4.86858 8.61258 -1.53795
O 4.69903 10.04849 -3.15325
H 3.87060 7.04162 -3.25140
H 3.17022 8.34118 -4.32688
H 2.50179 8.07160 -2.74814
C -1.06051 -1.95330 -7.34703
N 0.38520 -1.88441 -6.86415
O 1.26171 -2.61510 -7.45957
O 0.66782 -1.24521 -5.84589
H -1.21915 -2.84493 -7.95360
H -1.22977 -1.04151 -7.91983
H -1.60287 -2.02820 -6.40452